Arrangement P

A 2-piece molecular cluster, C4H12 overall, computed with wB97M-V/def2-TZVPD.

CARTESIAN COORDINATES (ANGSTROEM)
C  -0.386  -2.719  -0.195
C  0.106  -1.622  -1.157
H  0.414  -3.470  -0.218
H  -0.610  -2.435  0.818
H  -1.234  -3.189  -0.685
H  -0.766  -1.050  -1.488
H  0.927  -0.976  -0.860
H  0.423  -2.147  -2.064
C  -0.101  2.293  1.387
C  0.387  2.068  -0.027
H  0.755  2.555  2.029
H  -0.851  3.061  1.533
H  -0.447  1.407  1.915
H  -0.183  1.335  -0.611
H  1.346  1.546  -0.094
H  0.477  2.996  -0.570

Results
Orbital gap = 12.514 eV
2S+1 = 1
Structure (SMILES) = CC.CC

Mulliken atomic charges, in units of e: atom 1 (C): -0.832, atom 2 (C): -0.758, atom 3 (H): 0.243, atom 4 (H): 0.307, atom 5 (H): 0.255, atom 6 (H): 0.236, atom 7 (H): 0.237, atom 8 (H): 0.311, atom 9 (C): -0.837, atom 10 (C): -0.679, atom 11 (H): 0.251, atom 12 (H): 0.289, atom 13 (H): 0.273, atom 14 (H): 0.128, atom 15 (H): 0.255, atom 16 (H): 0.322

***

Arrangement Q

A 2-piece molecular cluster, C4H12 overall, computed with wB97M-V/def2-TZVPD.

CARTESIAN COORDINATES (ANGSTROEM)
C  0.195  -1.394  1.843
C  1.381  -0.431  1.884
H  0.398  -2.349  1.369
H  -0.095  -1.677  2.865
H  -0.705  -0.894  1.479
H  2.317  -0.990  1.738
H  1.513  0.115  2.820
H  1.397  0.197  0.997
C  -0.182  1.282  -1.534
C  -1.381  0.572  -2.189
H  0.732  0.903  -1.971
H  -0.304  2.346  -1.749
H  -0.184  1.126  -0.451
H  -1.257  0.656  -3.273
H  -2.342  1.021  -1.902
H  -1.483  -0.482  -1.927

Results
Orbital gap = 12.847 eV
2S+1 = 1
Structure (SMILES) = CC.CC

Mulliken atomic charges, in units of e: atom 1 (C): -0.821, atom 2 (C): -0.677, atom 3 (H): 0.282, atom 4 (H): 0.299, atom 5 (H): 0.246, atom 6 (H): 0.278, atom 7 (H): 0.270, atom 8 (H): 0.135, atom 9 (C): -0.588, atom 10 (C): -0.935, atom 11 (H): 0.281, atom 12 (H): 0.282, atom 13 (H): 0.075, atom 14 (H): 0.298, atom 15 (H): 0.281, atom 16 (H): 0.294

***

Arrangement R

A 2-piece molecular cluster, C4H12 overall, computed with wB97M-V/def2-TZVPD.

CARTESIAN COORDINATES (ANGSTROEM)
C  1.934  -0.160  -0.939
C  1.178  0.861  -1.808
H  2.838  0.289  -0.537
H  1.334  -0.553  -0.126
H  2.308  -0.983  -1.539
H  1.445  1.906  -1.674
H  0.129  0.837  -1.500
H  1.157  0.560  -2.849
C  -1.029  0.011  1.841
C  -1.985  -0.604  0.833
H  -0.047  0.240  1.447
H  -1.354  0.856  2.438
H  -0.877  -0.849  2.489
H  -2.902  -0.838  1.404
H  -2.397  0.030  0.045
H  -1.733  -1.603  0.476

Results
Orbital gap = 12.664 eV
2S+1 = 1
Structure (SMILES) = CC.CC

Mulliken atomic charges, in units of e: atom 1 (C): -0.763, atom 2 (C): -0.691, atom 3 (H): 0.256, atom 4 (H): 0.160, atom 5 (H): 0.312, atom 6 (H): 0.290, atom 7 (H): 0.126, atom 8 (H): 0.294, atom 9 (C): -0.712, atom 10 (C): -0.955, atom 11 (H): 0.184, atom 12 (H): 0.331, atom 13 (H): 0.231, atom 14 (H): 0.344, atom 15 (H): 0.301, atom 16 (H): 0.293

***

Arrangement S

A 2-piece molecular cluster, C4H12 overall, computed with wB97M-V/def2-TZVPD.

CARTESIAN COORDINATES (ANGSTROEM)
C  -0.264  -1.369  1.654
C  -1.112  -0.209  2.184
H  0.347  -1.112  0.792
H  0.388  -1.820  2.399
H  -0.919  -2.162  1.287
H  -0.777  0.078  3.178
H  -2.156  -0.503  2.266
H  -1.063  0.674  1.551
C  1.348  1.144  -2.038
C  0.023  0.437  -1.785
H  1.802  1.425  -1.080
H  2.080  0.495  -2.525
H  1.199  2.058  -2.611
H  0.076  -0.539  -1.304
H  -0.505  0.277  -2.728
H  -0.589  1.046  -1.117

Results
Orbital gap = 12.905 eV
2S+1 = 1
Structure (SMILES) = CC.CC

Mulliken atomic charges, in units of e: atom 1 (C): -0.666, atom 2 (C): -0.772, atom 3 (H): 0.085, atom 4 (H): 0.315, atom 5 (H): 0.257, atom 6 (H): 0.275, atom 7 (H): 0.255, atom 8 (H): 0.238, atom 9 (C): -0.853, atom 10 (C): -0.668, atom 11 (H): 0.265, atom 12 (H): 0.276, atom 13 (H): 0.291, atom 14 (H): 0.195, atom 15 (H): 0.319, atom 16 (H): 0.189

***

The calculated energies rank the structures as follows, beginning with the most stable: arrangement S, arrangement Q, arrangement P, arrangement R.